(1)
14
Properties=species:S:1:pos:R:3:forces:R:3 method="wB97M-V/def2-TZVPD" gap_ha=0.39457 smiles=CCNCC#N e_homo_ev=-9.7817 de_lowest_kj_mol=47.9 lumo_ev=0.96
C -1.41803 0.92774 1.14595 0.0 0.0 0.0
C -0.69822 -0.08462 0.26453 -0.1 -0.1 0.0
N 0.52037 0.49828 -0.29342 0.1 0.0 0.2
C 1.33139 -0.44097 -1.03911 0.0 0.0 -0.2
C 1.80940 -1.60820 -0.25035 0.3 -0.8 0.6
N 2.16867 -2.49052 0.40752 -0.4 0.9 -0.7
H -2.33824 0.49458 1.55342 0.2 0.1 -0.1
H -1.67242 1.82970 0.57939 0.0 -0.2 0.1
H -0.78482 1.22078 1.99460 -0.1 -0.1 -0.2
H -0.49172 -1.00293 0.84299 0.0 0.2 -0.1
H -1.33976 -0.37738 -0.57804 0.1 0.1 0.1
H 1.07427 0.90368 0.45605 -0.1 0.0 -0.1
H 2.20819 0.07018 -1.45147 -0.1 -0.1 0.1
H 0.75161 -0.81915 -1.88867 0.1 0.0 0.1

(2)
14
Properties=species:S:1:pos:R:3:forces:R:3 method="wB97M-V/def2-TZVPD" gap_ha=0.35600 smiles="C=C(C)N.C#N" e_homo_ev=-8.7704 de_lowest_kj_mol=98.2 lumo_ev=0.92
C 1.32891 -0.08243 -0.84103 -0.1 0.1 0.0
C 0.17195 0.48075 -0.45342 0.1 -0.1 -0.1
C -1.13623 0.20456 -1.14235 0.0 0.0 0.0
N 0.07068 1.37667 0.60207 0.0 -0.1 0.1
C 0.04456 -1.58040 1.86424 -0.7 -0.2 0.8
N -0.66841 -1.71980 2.76163 0.7 0.1 -0.9
H 0.67174 -1.40857 1.00009 -0.1 -0.1 0.1
H 2.27108 0.15324 -0.35045 -0.1 0.0 0.0
H 1.36481 -0.72487 -1.71361 0.0 0.1 0.1
H -1.51759 1.11854 -1.61047 0.0 -0.1 0.1
H -1.88977 -0.13809 -0.42125 0.1 0.0 -0.1
H -1.02285 -0.56308 -1.91038 0.0 0.1 0.1
H -0.81087 1.37828 1.09646 0.1 0.0 -0.1
H 0.86167 1.41721 1.23010 -0.1 0.0 -0.1

(3)
14
Properties=species:S:1:pos:R:3:forces:R:3 method="wB97M-V/def2-TZVPD" gap_ha=0.35799 e_homo_ev=-8.7302 de_lowest_kj_mol=221.0 lumo_ev=1.01
C 1.47463 0.16769 -0.61453 -0.1 0.0 -0.2
N 2.24857 0.68352 0.52102 0.0 0.1 0.1
C 0.38730 -0.73056 -0.09899 -0.2 0.0 0.1
C -0.89144 -0.41638 -0.02321 0.1 -0.1 -0.1
C -2.08697 0.28598 -0.43663 -0.1 0.2 -0.2
N -2.11201 -0.87510 0.50337 -0.1 -0.2 0.1
H 2.16284 -0.35441 -1.28986 -0.2 0.0 0.1
H 1.06033 1.02371 -1.15672 0.0 -0.2 0.0
H 2.49808 -0.11284 1.10153 0.2 0.1 0.0
H 0.71788 -1.62949 0.41870 0.0 0.1 0.1
H 1.60043 1.21114 1.09951 0.1 0.1 0.0
H -2.47511 0.02722 -1.41820 -0.1 0.2 0.1
H -2.35436 1.27522 -0.07152 0.2 -0.1 0.0
H -2.23017 -0.55570 1.46553 0.0 -0.1 -0.2

(4)
14
Properties=species:S:1:pos:R:3:forces:R:3 method="wB97M-V/def2-TZVPD" gap_ha=0.37144 smiles="C=NNC1CC1" e_homo_ev=-8.9122 de_lowest_kj_mol=220.7 lumo_ev=1.20
C -0.97077 1.90136 -0.10354 -0.3 0.1 -0.2
C -0.20583 -0.70267 0.02008 -1.3 -0.6 -0.5
C 0.50299 -0.92927 -1.28727 -0.4 0.2 -0.8
C 0.62023 -1.90742 -0.17197 0.2 -1.4 0.4
H -1.37597 2.92000 -0.08039 0.2 -0.4 0.0
H -1.23319 1.24153 -0.94030 0.1 0.3 0.2
H 0.48920 0.01303 1.81274 0.0 0.1 -0.7
H -1.30957 -0.84954 0.08266 0.8 0.2 -0.2
H 1.34159 -0.25355 -1.47079 -0.3 -0.3 0.0
H -0.10540 -1.20125 -2.16026 0.4 0.1 0.4
H 1.54253 -1.98584 0.38832 0.1 0.2 -0.1
H 0.09553 -2.86942 -0.22490 0.2 0.5 -0.2
N -0.22337 1.55091 0.86007 0.3 -0.4 -0.1
N 0.34845 0.27953 0.83267 0.1 1.5 1.9

(5)
14
Properties=species:S:1:pos:R:3:forces:R:3 method="wB97M-V/def2-TZVPD" gap_ha=0.38183 e_homo_ev=-10.3654 de_lowest_kj_mol=867.6 lumo_ev=0.02
C -1.30596 -0.68141 0.71092 -5.0 -2.0 0.2
C 0.31729 0.54486 -0.07941 3.1 -1.2 -2.2
C 1.13374 -0.69698 -0.72122 3.0 8.4 -2.0
C 1.03564 1.85728 -0.37573 1.8 8.1 3.5
H -0.48041 -1.97337 0.84334 -2.3 4.6 -0.6
H -2.50862 -1.19802 0.09471 3.5 1.3 2.9
H -1.45314 -0.01176 2.08592 0.4 -2.4 -4.2
H -1.43627 1.20955 -0.05949 -3.5 5.8 2.7
H 0.42054 0.32382 0.93052 0.7 0.9 2.3
H 0.64923 -0.67103 -1.64511 0.2 0.3 -2.5
H 0.99350 -1.61535 -0.54669 -1.4 -6.7 3.1
H 2.30653 -0.53867 -0.78599 -2.6 0.1 0.0
N -1.10826 0.43295 -0.38002 5.0 -8.1 -0.3
N 1.43619 3.01813 -0.07176 -2.9 -9.1 -2.9

(6)
14
Properties=species:S:1:pos:R:3:forces:R:3 method="wB97M-V/def2-TZVPD" gap_ha=0.37965 smiles=C1N[C@H]1[C@H]1CN1 e_homo_ev=-9.2577 de_lowest_kj_mol=205.4 lumo_ev=1.07
C 1.89654 0.03189 -0.11327 0.2 0.2 -0.1
N 1.29404 -1.19425 0.39932 -0.1 -0.1 0.2
C 0.63627 -0.49006 -0.68741 -0.1 0.1 -0.2
C -0.57511 0.36082 -0.43332 0.0 0.0 -0.2
C -1.86855 -0.09677 0.12687 -0.2 -0.2 -0.1
N -0.89469 0.59736 0.96760 0.0 0.3 0.2
H 2.84467 -0.06773 -0.63521 -0.1 -0.1 0.1
H 1.79472 0.93160 0.49314 0.1 -0.1 -0.1
H 0.80803 -0.98810 1.27117 0.0 0.0 -0.1
H 0.65530 -1.01719 -1.63953 0.0 0.1 0.1
H -0.63795 1.21380 -1.11036 0.0 -0.1 0.1
H -2.04259 -1.14042 0.37784 0.1 0.1 0.0
H -2.75591 0.45261 -0.18611 0.1 -0.1 0.1
H -1.15985 1.56204 1.13529 0.0 -0.1 0.0

(7)
14
Properties=species:S:1:pos:R:3:forces:R:3 method="wB97M-V/def2-TZVPD" gap_ha=0.40881 smiles=CC(C)(N)C#N e_homo_ev=-10.2689 de_lowest_kj_mol=23.0 lumo_ev=0.86
C -0.77086 1.09955 -0.51559 -0.1 0.1 -0.1
C -0.05280 -0.10835 0.10404 0.1 0.1 -0.1
C 1.47904 0.00721 -0.06507 0.1 0.0 0.0
N -0.47104 -1.32935 -0.58523 -0.2 -0.1 0.1
C -0.45137 -0.16417 1.53995 -0.3 -0.1 0.9
N -0.83348 -0.24134 2.63028 0.4 0.1 -1.0
H -1.83359 0.88557 -0.66802 0.1 0.0 0.0
H -0.32026 1.35151 -1.47881 -0.1 -0.1 0.1
H -0.70143 1.97006 0.14358 0.1 -0.1 -0.1
H 1.73972 -0.58403 -0.94753 0.0 0.2 0.1
H 2.03708 -0.37992 0.79097 -0.1 0.0 -0.1
H 1.79545 1.03826 -0.24496 -0.1 -0.1 0.2
H -0.13364 -2.14638 -0.08154 0.0 0.1 -0.2
H -1.48281 -1.39862 -0.62207 0.0 0.0 0.1

(8)
14
Properties=species:S:1:pos:R:3:forces:R:3 method="wB97M-V/def2-TZVPD" gap_ha=0.27447 e_homo_ev=-6.8822 de_lowest_kj_mol=523.9 lumo_ev=0.59
C -0.04094 -1.25218 0.18738 2.8 -7.4 1.2
C 0.61543 0.84373 1.00354 4.4 -0.6 -1.3
C -0.31434 1.52325 0.03818 -0.2 0.7 -2.0
C -0.60705 -0.73617 -0.97474 1.0 5.9 6.1
H 0.29065 -2.37134 -0.07310 -0.3 1.8 0.4
H -0.70117 -1.55055 1.04456 0.4 1.2 -0.4
H 1.54896 -0.46590 -0.54140 -0.1 0.5 3.1
H 0.15644 0.61821 1.89836 -1.3 -0.6 1.8
H 1.63264 1.17337 1.35234 -1.3 1.5 -0.7
H -0.20951 2.52103 -0.58241 -0.2 -1.8 2.0
H -1.66612 0.72767 -1.38931 0.6 1.8 -0.2
H -1.04474 -1.08074 -1.73051 -3.6 -3.5 -5.7
N 1.21947 -0.53886 0.52629 -2.0 1.1 -2.4
N -0.87973 0.58849 -0.75919 -0.2 -0.6 -2.1

(9)
14
Properties=species:S:1:pos:R:3:forces:R:3 method="wB97M-V/def2-TZVPD" gap_ha=0.33384 e_homo_ev=-8.0710 de_lowest_kj_mol=552.2 lumo_ev=1.01
C 2.30996 -0.01425 -0.00005 4.5 7.9 3.8
C -0.99389 -1.22953 0.05842 0.2 -0.8 1.0
C -1.46844 0.27659 0.00318 -9.3 -2.2 -2.7
C -0.23826 0.86451 -0.15872 4.1 0.0 3.3
H 1.87646 1.04303 0.44264 0.7 -2.1 -1.4
H 3.42380 0.18037 0.38125 -2.0 -2.3 -2.0
H -1.29732 -1.84091 1.06768 1.4 1.6 -2.0
H -1.09553 -1.98009 -0.80212 -0.7 1.3 1.0
H -2.16532 0.73244 0.70471 0.1 -0.7 0.6
H -2.10219 0.31941 -0.98783 1.0 0.2 1.6
H 0.06826 1.61188 0.60719 -0.2 -0.9 0.4
H -0.07516 1.43104 -0.97795 0.8 1.1 -3.5
N 1.47904 -0.86616 -0.23266 1.9 -5.3 0.0
N 0.27860 -0.52833 -0.10573 -2.6 2.1 0.0

(10)
14
Properties=species:S:1:pos:R:3:forces:R:3 method="wB97M-V/def2-TZVPD" gap_ha=0.35509 e_homo_ev=-8.7733 de_lowest_kj_mol=263.0 lumo_ev=0.89
C -1.80414 -0.19459 0.88196 0.0 -1.3 -0.6
C 1.80387 0.71801 -0.21811 1.0 -0.1 -0.7
C -1.64275 -0.65845 -0.55827 -1.4 1.6 0.4
C 2.86307 0.37529 -0.89238 2.0 0.5 -1.8
N 0.69857 0.86431 0.20095 -2.3 1.1 2.9
N -1.10208 -0.35895 1.90726 2.3 -0.5 0.3
H -2.73116 0.22507 1.16036 -1.5 0.7 -0.4
H -0.86028 -1.32691 -0.79754 0.9 -0.7 0.2
H -1.53733 0.22682 -1.20009 0.1 -0.1 0.1
H -2.60737 -1.07895 -0.84338 0.0 -0.3 0.0
H 3.10452 0.88947 -1.89835 -0.5 -0.7 2.0
H -0.15799 -0.75274 1.65206 -1.2 0.1 0.3
H 3.62685 -0.30766 -0.48384 -0.8 0.3 -0.3
H 0.34622 1.37928 1.08937 1.3 -0.7 -2.3

(11)
14
Properties=species:S:1:pos:R:3:forces:R:3 method="wB97M-V/def2-TZVPD" gap_ha=0.37478 smiles="[H]/N=C/N.C=C=C" e_homo_ev=-9.1400 de_lowest_kj_mol=224.4 lumo_ev=1.06
C 1.43862 0.64564 1.35854 -0.3 0.1 -0.3
C 1.54523 0.66940 0.05738 0.8 0.5 0.8
N -2.10094 -1.49476 0.48216 -0.2 -0.2 -0.1
C -1.26549 -0.64413 -0.20498 -0.9 -0.7 -0.7
C 1.85184 0.82713 -1.19363 -0.5 -0.3 -0.5
N -1.69011 0.50296 -0.54778 0.1 0.5 1.2
H -3.04774 -1.16495 0.59522 0.0 0.1 0.0
H -2.03469 -2.48591 0.32046 0.2 0.0 0.0
H -0.97399 1.20612 -0.69569 0.2 -0.5 -0.8
H 0.49172 0.74838 1.86500 -0.3 -0.2 -0.1
H 2.30546 0.57184 1.99632 0.2 0.0 -0.1
H -0.35169 -1.17359 -0.51095 0.3 0.7 0.4
H 1.92013 1.80230 -1.65027 0.2 0.2 0.1
H 1.91165 -0.01043 -1.87176 0.0 -0.2 -0.1

(12)
14
Properties=species:S:1:pos:R:3:forces:R:3 method="wB97M-V/def2-TZVPD" gap_ha=0.32648 e_homo_ev=-8.6498 de_lowest_kj_mol=603.6 lumo_ev=0.23
C -0.48363 -0.57100 -0.39134 -0.8 3.2 -0.3
C 1.02656 -0.32680 -0.62512 -0.2 -0.2 -0.2
C 1.80251 -0.46407 0.66808 -1.2 -0.8 1.6
C 1.73088 0.87316 0.01638 -0.5 0.1 0.1
H -2.81363 -1.41656 0.29917 0.7 4.8 -0.4
H -3.29909 0.83825 -0.19035 2.2 -3.3 1.9
H -0.84395 -1.75918 -0.36073 0.5 3.4 0.0
H 1.57130 -0.72938 -1.52205 -1.1 0.3 0.8
H 1.04923 -0.65197 1.49669 1.3 0.4 -0.7
H 2.70707 -1.07515 0.77452 -0.3 0.5 -0.3
H 1.26182 1.76210 0.45019 -0.5 -0.8 0.0
H 2.61517 1.20882 -0.47070 0.7 -0.2 -0.6
N -2.54697 0.11300 0.38678 -1.5 0.6 -2.2
N -1.26815 0.56633 -0.17032 0.7 -8.1 0.1